[1]
Entry from the OMol25 dataset: C33H35N8O4S4Ti as an isolated structure (wB97M-V/def2-TZVPD).

XYZ file:
```
85
Properties=species:S:1:pos:R:3
Ti -0.021 1.395 0.612
S 1.710 1.796 2.177
C 2.824 0.571 1.562
N 4.033 0.380 2.030
N 4.439 1.086 3.027
C 5.738 0.946 3.560
C 6.687 0.143 2.940
C 7.948 0.047 3.504
C 8.263 0.742 4.664
C 7.305 1.544 5.268
C 6.038 1.648 4.720
N 2.553 -0.198 0.477
N 1.394 -0.090 -0.006
C 1.158 -0.749 -1.246
C 2.159 -1.452 -1.911
C 1.872 -2.023 -3.138
C 0.604 -1.906 -3.693
C -0.396 -1.230 -3.008
C -0.120 -0.654 -1.779
H 3.832 1.798 3.427
H 6.438 -0.390 2.034
H 8.695 -0.573 3.026
H 9.252 0.662 5.092
H 7.542 2.091 6.170
H 5.287 2.273 5.189
H 3.144 -1.531 -1.477
H 2.646 -2.562 -3.668
H 0.393 -2.360 -4.653
H -1.398 -1.166 -3.404
H -0.949 -0.185 -1.246
C -4.145 2.674 0.415
C -2.904 2.210 -0.037
N -2.153 1.400 0.699
C -2.612 1.010 1.910
C -3.820 1.435 2.455
C -4.595 2.300 1.653
C -4.219 0.946 3.741
C -3.458 0.052 4.409
C -2.218 -0.413 3.861
C -1.404 -1.394 4.454
C -0.251 -1.786 3.823
C 0.131 -1.159 2.633
N -0.598 -0.217 2.069
C -1.778 0.107 2.641
H -4.709 3.348 -0.212
H -2.456 2.616 -0.929
H -5.537 2.678 2.032
H -5.157 1.290 4.156
H -3.778 -0.337 5.367
H -1.702 -1.842 5.394
H 0.383 -2.556 4.238
H 1.061 -1.419 2.148
S -3.639 0.277 -2.380
C -3.003 0.852 -3.841
N -2.153 1.884 -3.901
C -1.585 2.413 -5.135
C -1.449 1.284 -6.142
C -2.801 0.615 -6.310
N -3.320 0.246 -4.997
H -1.882 2.311 -3.029
H -0.620 2.857 -4.896
H -2.228 3.203 -5.535
H -0.720 0.559 -5.774
H -1.095 1.666 -7.098
H -2.719 -0.292 -6.909
H -3.499 1.287 -6.816
H -3.991 -0.499 -4.914
C -2.256 -3.854 -1.291
C -0.795 -4.294 -1.062
C -0.457 -3.697 0.303
O -1.281 -2.543 0.420
C -2.552 -2.926 -0.105
H -2.944 -4.699 -1.311
H -2.362 -3.319 -2.234
H -0.142 -3.870 -1.822
H -0.671 -5.375 -1.075
H 0.584 -3.383 0.395
H -0.688 -4.401 1.114
H -3.082 -2.018 -0.391
H -3.123 -3.449 0.671
O 0.632 2.213 -0.988
S 0.346 3.728 -0.613
O -0.304 3.334 0.752
O 1.565 4.433 -0.419
S -0.918 4.463 -1.837
```

Calculated values
energy above the lowest of the compared OMol25 structures with the same formula, charge and spin: 15.4 kcal per mole
Kohn-Sham gap: 6.01 eV
total charge: +1

[2]
Entry from the OMol25 dataset: C33H36AlN6PS as an isolated structure (wB97M-V/def2-TZVPD).

XYZ file:
```
78
Properties=species:S:1:pos:R:3
Al -1.257 0.099 0.420
N -2.239 -0.184 4.553
C -1.606 0.546 3.644
N -1.670 -0.095 2.487
C -2.385 -1.222 2.801
N -2.754 -1.330 4.041
C -2.775 -2.110 1.710
C -3.540 -3.242 1.879
N -3.976 -3.941 0.828
C -3.652 -3.481 -0.382
C -2.866 -2.358 -0.555
N -2.404 -1.673 0.497
H -2.370 0.025 5.527
H -1.142 1.498 3.848
H -3.808 -3.577 2.876
H -4.026 -4.018 -1.246
H -2.606 -2.013 -1.540
S -1.902 1.196 -3.769
C -1.121 -0.351 -3.897
C -0.714 -1.028 -5.049
C -0.093 -2.254 -4.891
C 0.119 -2.789 -3.613
C -0.283 -2.107 -2.480
C -0.911 -0.870 -2.631
N -1.377 -0.026 -1.592
C -1.922 1.078 -2.066
C -2.483 2.068 -1.121
C -3.190 3.196 -1.539
C -3.723 4.043 -0.581
C -3.551 3.750 0.767
C -2.840 2.621 1.160
C -2.285 1.755 0.234
H -0.888 -0.609 -6.037
H 0.235 -2.807 -5.767
H 0.607 -3.755 -3.512
H -0.103 -2.522 -1.494
H -3.341 3.411 -2.594
H -4.280 4.925 -0.882
H -3.981 4.407 1.519
H -2.737 2.433 2.226
C 1.420 -1.183 3.002
C 1.885 -1.306 1.539
C 1.188 -2.513 0.882
C 3.389 -1.594 1.551
P 1.319 0.200 0.551
C 2.175 0.201 -1.061
C 3.574 0.158 -1.149
C 4.203 0.228 -2.384
C 3.456 0.359 -3.551
C 2.077 0.461 -3.474
C 1.449 0.390 -2.237
C 1.867 1.852 1.277
C 3.294 1.817 1.822
C 1.742 2.881 0.138
C 0.942 2.305 2.412
H 1.779 -2.056 3.555
H 0.336 -1.168 3.095
H 1.829 -0.294 3.497
H 1.426 -3.420 1.450
H 1.522 -2.662 -0.149
H 0.101 -2.417 0.881
H 3.541 -2.454 2.214
H 3.983 -0.768 1.950
H 3.771 -1.873 0.574
H 4.192 0.089 -0.267
H 5.288 0.191 -2.431
H 3.955 0.404 -4.514
H 1.484 0.612 -4.372
H 0.382 0.541 -2.189
H 4.040 1.634 1.046
H 3.420 1.079 2.619
H 3.515 2.802 2.251
H 2.482 2.724 -0.646
H 1.897 3.882 0.562
H 0.746 2.873 -0.325
H 1.103 1.704 3.314
H -0.102 2.282 2.125
H 1.170 3.345 2.662
```

Calculated values
energy above the lowest of the compared OMol25 structures with the same formula, charge and spin: 10.8 kcal per mole
Kohn-Sham gap: 7.54 eV
total charge: +2

[3]
Entry from the OMol25 dataset: C33H36IrN6O7Si as an isolated structure (wB97M-V/def2-TZVPD).

XYZ file:
```
84
Properties=species:S:1:pos:R:3
Ir 0.365 -0.035 -0.746
O 3.420 1.660 2.440
C 2.507 2.274 3.218
C 2.969 3.212 4.143
C 2.080 3.869 4.969
C 0.713 3.608 4.891
C 0.253 2.688 3.972
C 1.131 2.010 3.121
C 0.619 1.063 2.099
O 1.457 0.439 1.363
N -0.695 0.937 1.998
N -1.008 0.131 0.945
C -2.119 -0.501 0.982
C -2.403 -1.451 -0.093
C -3.595 -2.167 -0.158
C -3.756 -3.098 -1.168
C -2.722 -3.303 -2.071
C -1.567 -2.549 -1.933
N -1.420 -1.637 -0.980
H 2.905 1.036 1.873
H 4.033 3.398 4.193
H 2.453 4.591 5.685
H 0.018 4.122 5.542
H -0.802 2.470 3.885
H -2.792 -0.389 1.826
H -4.371 -1.986 0.575
H -4.674 -3.665 -1.248
H -2.802 -4.030 -2.867
H -0.726 -2.670 -2.605
O 5.459 5.150 -0.434
C 4.927 4.676 -1.527
O 5.388 5.064 -2.578
C 3.800 3.705 -1.350
C 2.824 3.913 -0.383
C 1.807 2.982 -0.282
N 1.748 1.899 -1.056
C 2.694 1.699 -1.971
C 3.742 2.587 -2.164
C 2.616 0.418 -2.790
O 3.457 0.245 -3.658
O 1.672 -0.382 -2.469
H 2.848 4.770 0.274
H 1.024 3.099 0.454
H 4.475 2.379 -2.930
C 1.787 -4.626 0.579
N 2.870 -3.689 0.316
C 4.252 -4.100 0.512
C 2.523 -2.436 -0.043
C 3.610 -1.430 -0.299
O 1.325 -2.162 -0.177
H 2.206 -5.619 0.721
H 1.092 -4.642 -0.259
H 1.227 -4.340 1.471
H 4.278 -5.181 0.625
H 4.690 -3.655 1.408
H 4.867 -3.840 -0.348
H 4.517 -1.624 0.268
H 3.223 -0.449 -0.041
H 3.848 -1.436 -1.365
C -4.102 1.561 -0.801
Si -2.598 2.327 -1.640
C -1.621 3.302 -0.397
C -3.113 3.518 -2.992
N -1.550 1.077 -2.348
C -1.899 0.382 -3.439
C -0.899 -0.345 -4.151
C -1.213 -1.076 -5.275
C -2.530 -1.153 -5.723
C -3.539 -0.473 -5.037
C -3.239 0.289 -3.934
H -5.008 2.110 -1.069
H -3.994 1.610 0.285
H -4.248 0.515 -1.076
H -2.275 4.059 0.045
H -0.792 3.823 -0.880
H -1.236 2.690 0.419
H -3.623 4.376 -2.545
H -3.779 3.083 -3.735
H -2.231 3.896 -3.514
H 0.119 -0.299 -3.786
H -0.428 -1.597 -5.807
H -2.774 -1.737 -6.600
H -4.564 -0.541 -5.380
H -4.034 0.801 -3.412
```

Calculated values
energy above the lowest of the compared OMol25 structures with the same formula, charge and spin: 8.4 kcal per mole
spin multiplicity: 6
Kohn-Sham gap (alpha / beta): 6.47 / 5.01 eV
total charge: 0

[4]
Entry from the OMol25 dataset: C33H36IrNO2P2S as an isolated structure (wB97M-V/def2-TZVPD).

XYZ file:
```
76
Properties=species:S:1:pos:R:3
Ir 0.229 -0.354 -0.776
C -2.224 1.906 -0.127
P -1.714 0.862 -1.561
C -1.299 1.946 -2.930
C -2.061 3.086 -3.199
C -1.754 3.868 -4.300
C -0.700 3.515 -5.135
C 0.053 2.378 -4.875
C -0.242 1.598 -3.771
C -3.101 -0.190 -1.989
C -2.849 -1.254 -2.865
C -3.889 -2.076 -3.264
C -5.174 -1.845 -2.785
C -5.424 -0.793 -1.912
C -4.390 0.038 -1.507
C -0.991 2.314 0.591
C -0.562 3.563 1.148
C 0.737 3.384 1.552
C 1.080 2.026 1.240
C 2.374 1.291 1.256
P 2.497 0.504 -0.405
C 3.768 -0.747 -0.453
C 4.335 -1.294 0.694
C 5.275 -2.310 0.573
C 5.631 -2.786 -0.679
C 5.058 -2.247 -1.830
C 4.126 -1.230 -1.722
C 2.955 1.846 -1.500
C 4.278 1.976 -1.935
C 4.645 3.076 -2.693
C 3.710 4.033 -3.032
C 2.393 3.899 -2.608
C 2.011 2.805 -1.852
N 0.004 1.404 0.697
H -2.823 1.263 0.527
H -2.841 2.751 -0.426
H -2.909 3.357 -2.581
H -2.350 4.744 -4.515
H -0.473 4.122 -6.002
H 0.862 2.097 -5.535
H 0.336 0.697 -3.581
H -1.847 -1.420 -3.250
H -3.703 -2.888 -3.953
H -5.988 -2.483 -3.101
H -6.428 -0.612 -1.554
H -4.602 0.867 -0.843
H -1.158 4.458 1.232
H 1.383 4.109 2.022
H 2.344 0.498 2.015
H 3.232 1.936 1.440
H 4.074 -0.924 1.678
H 5.733 -2.724 1.461
H 6.367 -3.574 -0.766
H 5.357 -2.606 -2.806
H 3.708 -0.781 -2.619
H 5.031 1.248 -1.669
H 5.679 3.165 -2.998
H 3.994 4.893 -3.624
H 1.647 4.640 -2.867
H 0.978 2.745 -1.525
C 0.266 -3.607 -1.789
O 0.971 -2.343 -1.689
H 0.710 -4.337 -1.117
H 0.303 -3.965 -2.816
H -0.765 -3.423 -1.499
H 1.924 -2.489 -1.783
C -1.181 -2.032 3.196
S -1.706 -1.420 1.608
C -2.869 -2.688 1.140
O -0.470 -1.695 0.696
H -2.053 -2.034 3.850
H -0.429 -1.351 3.589
H -0.777 -3.036 3.077
H -3.715 -2.628 1.825
H -2.388 -3.663 1.203
H -3.204 -2.473 0.125
```

Calculated values
energy above the lowest of the compared OMol25 structures with the same formula, charge and spin: 9.8 kcal per mole
spin multiplicity: 6
Kohn-Sham gap (alpha / beta): 6.78 / 3.55 eV
total charge: +3

[5]
Entry from the OMol25 dataset: C33H36N2O3P2RuS2 as an isolated structure (wB97M-V/def2-TZVPD).

XYZ file:
```
79
Properties=species:S:1:pos:R:3
Ru 0.953 0.694 -0.891
C 2.222 5.892 1.601
N 1.870 4.884 0.618
C 1.146 5.426 -0.533
C 1.963 3.546 0.714
O 1.444 2.788 -0.176
C 2.817 2.995 1.871
O 2.106 1.801 2.299
C 2.907 0.643 2.353
C 3.622 0.321 0.974
O 3.028 0.590 -0.147
N 4.837 -0.325 1.029
C 5.558 -0.656 -0.227
C 5.515 -0.558 2.299
H 2.888 5.476 2.374
H 1.352 6.372 2.116
H 2.778 6.715 1.076
H 1.789 6.133 -1.089
H 0.293 6.049 -0.232
H 0.863 4.576 -1.199
H 2.901 3.743 2.655
H 3.825 2.760 1.536
H 2.264 -0.241 2.606
H 3.670 0.732 3.144
H 4.835 -0.459 -1.013
H 5.839 -1.740 -0.241
H 6.409 -0.006 -0.376
H 6.019 0.338 2.721
H 6.331 -1.312 2.154
H 4.879 -1.019 3.045
S -0.534 1.943 -2.017
P -1.861 0.711 -0.938
C -0.509 -0.345 -0.526
P 0.116 -1.834 -1.066
S 1.646 -0.995 -2.255
C 0.637 -2.876 0.364
C 0.124 -2.818 1.688
C 0.574 -3.728 2.653
C 1.411 -4.761 2.320
C 1.856 -4.894 1.017
C 1.435 -4.004 0.031
C -0.832 -3.031 -2.076
C -1.085 -2.644 -3.391
C -1.699 -3.559 -4.266
C -2.014 -4.847 -3.921
C -1.790 -5.210 -2.607
C -1.219 -4.312 -1.668
C -2.520 1.564 0.526
C -2.312 1.211 1.851
C -2.938 1.933 2.850
C -3.859 2.935 2.559
C -4.117 3.258 1.223
C -3.446 2.568 0.201
C -3.440 0.156 -1.713
C -3.797 0.326 -3.050
C -5.046 0.032 -3.534
C -6.009 -0.541 -2.684
C -5.606 -0.845 -1.394
C -4.420 -0.367 -0.890
H -0.611 -2.024 1.976
H 0.257 -3.600 3.679
H 1.710 -5.502 3.069
H 2.460 -5.743 0.781
H 1.716 -4.188 -1.010
H -0.750 -1.640 -3.697
H -1.844 -3.178 -5.288
H -2.550 -5.562 -4.605
H -2.142 -6.161 -2.220
H -1.140 -4.644 -0.635
H -1.614 0.437 2.109
H -2.651 1.751 3.872
H -4.368 3.504 3.328
H -4.791 4.087 0.982
H -3.489 2.884 -0.859
H -2.975 0.710 -3.725
H -5.300 0.122 -4.587
H -7.028 -0.696 -3.029
H -6.257 -1.408 -0.690
H -4.303 -0.329 0.201
```

Calculated values
spin multiplicity: 6
Kohn-Sham gap (alpha / beta): 5.99 / 7.71 eV
total charge: +1

[6]
Entry from the OMol25 dataset: C33H36N2O7 as an isolated structure (wB97M-V/def2-TZVPD).

XYZ file:
```
78
Properties=species:S:1:pos:R:3
C 2.310 3.987 3.415
H 2.379 4.884 3.773
O 2.223 2.911 4.429
C 2.307 1.647 4.121
C 2.370 1.102 2.738
C 2.244 -0.137 2.724
C 2.302 -0.858 3.851
C 2.378 -0.681 5.113
C 2.424 0.733 5.331
O 2.444 1.341 6.498
H 2.382 2.215 6.650
O 2.412 -1.445 6.355
C 2.355 -2.724 5.948
H 1.222 -3.008 5.611
H 3.158 -3.257 5.570
H 2.157 -2.975 7.188
H 2.270 -2.020 3.546
C 2.060 -0.747 1.360
C 2.406 -0.015 0.246
C 1.558 0.937 -0.430
C 2.189 1.717 -1.439
C 3.417 2.026 -1.387
C 4.261 1.167 -0.700
C 3.818 0.407 0.254
H 4.594 -0.577 0.794
O 5.573 1.484 -1.158
C 5.638 2.591 -2.248
O 4.079 2.635 -2.334
H 6.062 2.262 -2.970
H 5.991 3.501 -1.815
H 1.392 2.269 -1.998
C 0.212 0.584 -0.491
N -0.396 -0.170 -1.567
H 0.531 -0.644 -2.020
C -0.999 0.523 -2.688
C -1.430 -0.660 -3.645
C -2.130 -0.213 -4.925
N -3.601 0.665 -4.324
C -3.297 1.442 -3.331
C -2.459 1.021 -2.000
H -3.005 0.342 -1.726
H -2.361 2.010 -1.291
H -4.181 1.836 -2.970
H -2.688 2.414 -3.898
C -4.475 -0.572 -4.128
C -4.486 -1.483 -3.240
C -4.919 -1.083 -1.936
C -4.751 -1.941 -0.932
C -4.094 -3.374 -0.927
C -3.599 -3.551 -2.053
C -3.824 -2.780 -3.266
H -3.469 -3.060 -4.254
H -3.244 -4.675 -2.484
H -3.971 -3.790 -0.183
H -5.192 -1.648 0.129
H -5.608 -0.107 -1.581
H -5.373 0.073 -4.132
H -4.613 -0.993 -5.090
H -2.461 -0.891 -5.548
H -1.918 0.988 -5.425
H -1.666 -1.505 -3.397
H -0.382 -0.790 -4.208
H -0.496 1.261 -3.152
C -0.190 0.141 0.981
C 0.626 -1.150 0.971
C -0.222 -1.980 1.977
O 0.161 -2.839 2.699
O -1.664 -1.600 2.045
C -1.553 -0.451 1.095
H -2.663 0.416 1.534
H -2.176 -0.979 0.151
H 0.488 -1.740 0.082
H 0.019 0.703 1.725
H -0.433 1.380 -0.429
H 2.719 -1.704 1.164
H 2.133 1.692 1.963
H 3.267 3.679 2.859
H 1.457 3.830 2.829
```

Calculated values
energy above the lowest of the compared OMol25 structures with the same formula, charge and spin: 664.9 kcal per mole
Kohn-Sham gap: 7.62 eV
total charge: 0

Per-record F_max, eV Å⁻¹: 0.9 1.1 0.5 2.4 6.7 16.9